[1]
# C32H43N6O5PS2V

A molecular structure, C32H43N6O5PS2V in a non-equilibrium geometry (ωB97M-V/def2-TZVPD, OMol25).

```
! wB97M-V def2-TZVPD RIJCOSX def2/J DEFGRID3
* xyz 0 2
V 0.97904 0.97861 -0.01072
C 0.05092 -2.86572 0.05917
C 0.07930 -1.95563 1.26024
N -0.90511 -1.15671 1.40708
N -1.11319 -0.46055 2.57192
C -0.88290 0.76679 2.81797
S 0.05742 2.01578 2.00851
S -1.67459 1.41151 4.30420
C -2.87063 0.10041 4.69202
C -2.28666 -1.16776 5.29067
C -1.53654 -1.11957 6.46348
C -1.01227 -2.28069 7.02038
C -1.23634 -3.50943 6.41054
C -1.98533 -3.56544 5.24249
C -2.50296 -2.40126 4.68823
C 1.31241 -2.00387 2.10743
C 1.59921 -3.04233 2.98654
C 2.78573 -3.05394 3.71143
C 3.70077 -2.02311 3.52261
C 3.43652 -0.98433 2.63919
C 2.23976 -0.95847 1.93164
O 1.92618 0.03014 1.08913
H -0.96573 -2.94127 -0.33312
H 0.42773 -3.85504 0.32885
H 0.70593 -2.46173 -0.72479
H -3.41425 -0.12156 3.77371
H -3.54661 0.57596 5.40481
H -1.35150 -0.15907 6.93540
H -0.43267 -2.22454 7.93571
H -0.81708 -4.41389 6.83619
H -2.16985 -4.51970 4.76133
H -3.07320 -2.44877 3.76601
H 0.87348 -3.84327 3.11331
H 2.99488 -3.86224 4.40616
H 4.63745 -2.03097 4.07192
H 4.14803 -0.18067 2.48209
N -3.56144 4.91380 0.32836
C -2.45654 3.91113 0.73211
C -1.30444 4.03559 -0.26237
C -1.39838 3.11134 -1.49765
N -0.43872 2.01034 -1.32269
C -2.83685 2.59855 -1.69758
C -3.40062 1.81591 -0.49141
N -2.74639 0.52241 -0.44110
C -3.10005 2.53966 0.84822
H -3.19817 5.85940 0.28772
H -4.32991 4.87949 0.98973
H -3.91376 4.66538 -0.58469
H -2.12313 4.23203 1.71915
H -0.40961 3.74675 0.27990
H -1.18183 5.08779 -0.55480
H -1.13124 3.68528 -2.38051
H 0.50153 2.38312 -1.57425
H -0.63043 1.25538 -1.98107
H -2.86680 1.94194 -2.57321
H -3.47994 3.44857 -1.95118
H -4.48369 1.73045 -0.61833
H -2.88647 -0.03565 -1.27301
H -2.96820 -0.03990 0.37242
H -2.36628 1.93917 1.38357
H -3.98976 2.60715 1.48635
O 2.29404 2.31372 -1.81996
C 2.51364 1.12255 -2.11943
O 1.79168 0.17039 -1.69361
C 3.66783 0.77977 -3.03978
C 4.03948 -0.54021 -3.23349
C 5.08991 -0.85433 -4.08737
C 5.75258 0.17105 -4.72325
C 5.42240 1.49090 -4.51886
C 4.36986 1.79204 -3.66478
N 6.85332 -0.15767 -5.68233
O 7.40288 0.75662 -6.23369
O 7.12041 -1.31522 -5.85231
H 3.49696 -1.31281 -2.70629
H 5.39968 -1.87597 -4.26085
H 5.98770 2.26235 -5.02406
H 4.07762 2.81763 -3.48305
C -1.70609 -2.84259 -3.29886
P -0.85471 -1.21685 -3.12762
C -1.83614 -0.29332 -4.40023
C 0.61487 -1.58033 -4.16763
H -1.85160 -3.10094 -4.35265
H -2.67910 -2.81826 -2.79855
H -1.10094 -3.61935 -2.82231
H -1.88991 -0.85101 -5.34036
H -1.36862 0.67693 -4.59929
H -2.85622 -0.11863 -4.04139
H 0.32043 -1.99294 -5.13661
H 1.25042 -2.30330 -3.64761
H 1.20142 -0.67297 -4.31924
*
```

- ΔE to the lowest compared entry with this formula, charge and spin (kJ/mol) = 332.5
- orbital gap (alpha / beta) (eV) = 4.5 / 4.2
- E_HOMO (alpha / beta) (hartree) = -0.205 / -0.193
- LUMO level (alpha / beta) (eV) = -1.1 / -1.1

***

[2]
# C32H43N7O12P3S3Ti

A molecular structure, C32H43N7O12P3S3Ti in a non-equilibrium geometry (ωB97M-V/def2-TZVPD, OMol25).

```
! wB97M-V def2-TZVPD RIJCOSX def2/J DEFGRID3
* xyz 1 1
Ti -0.22729 -0.00471 0.30344
C 4.43705 -2.77348 0.86251
N 3.43155 -2.89425 1.88158
C 3.33733 -3.89394 2.80771
C 2.28564 -3.62391 3.61013
N 1.71036 -2.45509 3.15846
C 2.41810 -2.02412 2.07187
S 2.21237 -0.62734 1.16836
C 0.66326 -1.77413 3.79309
C 0.55110 -1.82662 5.18557
C -0.47273 -1.11533 5.78054
C -1.35489 -0.41299 4.97382
C -1.16466 -0.43916 3.60250
N -0.16655 -1.09086 3.01731
H 5.18394 -3.54999 1.01103
H 4.89576 -1.78629 0.92324
H 3.97186 -2.87185 -0.11987
H 4.01847 -4.71862 2.81969
H 1.88763 -4.17811 4.43386
H 1.26136 -2.37462 5.78295
H -0.58090 -1.10685 6.85482
H -2.16517 0.15000 5.40644
H -1.84494 0.06188 2.92804
C -2.03805 -6.41179 -4.75689
C -1.39560 -5.47937 -3.78161
C -1.93325 -4.21809 -3.53597
C -1.32486 -3.34234 -2.65247
C -0.16283 -3.72263 -2.00490
C 0.39123 -4.96677 -2.24292
C -0.22699 -5.84136 -3.11916
S 0.68135 -2.62088 -0.86935
O 0.23301 -2.86373 0.48614
O 2.09513 -2.83534 -1.05426
N 0.18927 -1.11998 -1.24113
C 0.23699 -0.78120 -2.58757
C 1.17886 -1.33344 -3.47245
C 1.16789 -0.92034 -4.79056
C 0.23403 0.02606 -5.19502
C -0.66116 0.50187 -4.25660
N -0.67781 0.10376 -2.99122
H -3.12117 -6.32578 -4.73033
H -1.75931 -7.44096 -4.54976
H -1.70535 -6.17360 -5.76735
H -2.83248 -3.91639 -4.05142
H -1.73277 -2.35898 -2.47334
H 1.31225 -5.22958 -1.74826
H 0.20780 -6.81167 -3.30292
H 1.90656 -2.04081 -3.11238
H 1.88506 -1.31741 -5.49440
H 0.21239 0.39374 -6.20563
H -1.40457 1.24350 -4.52202
N -2.91802 3.31767 2.46905
C -1.96450 3.23780 1.32504
C -1.88483 4.56360 0.62034
P -0.38676 2.64030 2.14926
O 0.82478 3.54440 1.69613
O -0.72747 2.71875 3.59665
O -0.03322 1.26471 1.60663
P -2.55403 1.79859 0.31146
O -3.62147 2.38451 -0.71820
O -3.26419 0.94598 1.30410
O -1.44658 1.17309 -0.52137
H -3.45087 4.19010 2.49199
H -2.27009 3.20894 3.31700
H -3.53366 2.48330 2.40408
H -1.62637 5.38246 1.29129
H -2.83083 4.82608 0.14754
H -1.11695 4.56711 -0.15068
H 0.82875 4.46378 1.97143
H -3.24279 2.79576 -1.49848
N 1.42702 1.33999 -0.75886
C 1.26723 2.71491 -1.15269
C 2.16452 3.67827 -0.69598
C 1.94007 5.01494 -0.99154
C 0.85535 5.37020 -1.76507
C 0.01874 4.41061 -2.30018
C 0.22482 3.07321 -2.00138
S 0.16437 7.04571 -1.62336
O -0.63119 7.23497 -2.81744
O 1.27455 7.94196 -1.41302
O -0.62318 6.75619 -0.41347
H 2.24278 1.30307 -0.14039
H 1.63356 0.77640 -1.58522
H 3.00053 3.38679 -0.07119
H 2.57913 5.80261 -0.62100
H -0.78954 4.74931 -2.93094
H -0.42647 2.30015 -2.38218
C -4.06127 -1.15115 -0.71076
P -3.02022 -1.82784 0.62282
C -3.97182 -1.82715 2.17817
C -2.74730 -3.60043 0.24568
O -1.68022 -1.12937 0.73328
H -4.80062 -1.89755 -0.98761
H -3.43355 -0.89337 -1.56297
H -4.56269 -0.25196 -0.36766
H -4.86971 -2.42310 2.04279
H -4.25647 -0.81830 2.45112
H -3.36699 -2.26151 2.96894
H -3.39251 -4.22250 0.85862
H -1.70557 -3.83273 0.45572
H -2.94893 -3.80557 -0.80105
*
```

- ΔE to the lowest compared entry with this formula, charge and spin (kJ/mol) = 290.7
- orbital gap (eV) = 5.8
- E_HOMO (hartree) = -0.355
- LUMO level (eV) = -3.9